1.
Molecular formula: C42H40F5IrN3OSi2
Method: DFT, wB97M-V/def2-TZVPD

Last column: Löwdin charge in e.
Geometry (Å):
Ir -0.077 -0.111 -0.542  1.26
C -1.691 2.070 2.927  -0.16
Si 0.104 1.775 3.332  0.47
C 1.206 3.075 2.567  -0.15
C 0.310 1.900 5.206  -0.18
C 0.647 0.066 2.764  -0.20
C 1.907 -0.013 2.017  -0.38
C 3.120 0.103 2.705  -0.04
C 4.317 -0.001 2.025  -0.06
C 4.286 -0.215 0.657  -0.06
C 3.051 -0.315 0.043  -0.15
N 1.883 -0.227 0.688  0.02
Si -0.014 -1.576 3.377  0.48
C 0.729 -2.992 2.411  -0.14
C 0.544 -1.768 5.171  -0.17
C -1.880 -1.662 3.307  -0.16
H -2.008 3.029 3.346  0.04
H -2.340 1.289 3.335  0.01
H -1.829 2.104 1.841  0.01
H 0.914 4.070 2.920  0.04
H 1.116 3.066 1.482  0.01
H 2.257 2.915 2.830  0.03
H -0.027 2.892 5.525  0.03
H 1.355 1.788 5.510  0.03
H -0.286 1.157 5.745  0.01
H 3.097 0.276 3.775  0.12
H 5.258 0.087 2.555  0.11
H 5.190 -0.301 0.069  0.10
H 2.982 -0.472 -1.022  0.08
H 1.776 -2.816 2.148  0.04
H 0.168 -3.142 1.485  0.00
H 0.680 -3.913 3.001  0.04
H 1.634 -1.710 5.252  0.03
H 0.237 -2.755 5.534  0.03
H 0.111 -1.014 5.834  0.01
H -2.222 -1.705 2.270  0.03
H -2.357 -0.811 3.799  0.01
H -2.217 -2.574 3.813  0.04
C 1.439 -0.018 -4.883  -0.06
C 0.248 0.020 -5.594  -0.07
C -0.942 0.033 -4.897  -0.01
C -0.944 0.000 -3.501  -0.21
N 0.215 -0.054 -2.828  0.04
C 1.362 -0.051 -3.505  -0.13
C -2.148 0.043 -2.668  -0.19
C -3.437 0.132 -3.196  -0.05
C -4.536 0.207 -2.359  -0.11
C -4.353 0.201 -0.980  -0.10
C -3.071 0.114 -0.454  -0.11
C -1.949 0.020 -1.278  -0.26
H 2.403 -0.008 -5.373  0.10
H 0.250 0.046 -6.677  0.10
H -1.885 0.071 -5.427  0.10
H 2.265 -0.059 -2.905  0.09
H -3.592 0.150 -4.270  0.09
H -5.532 0.277 -2.782  0.09
H -5.209 0.266 -0.317  0.09
H -2.938 0.124 0.627  0.08
N 0.004 1.780 -0.505  -0.07
C 0.427 2.904 -1.065  -0.37
C -0.240 4.164 -0.849  -0.21
C 0.449 5.399 -0.927  -0.06
C -0.197 6.589 -0.651  -0.13
C -1.548 6.606 -0.293  -0.15
C -2.246 5.398 -0.229  -0.13
C -1.615 4.199 -0.503  -0.06
C 1.608 2.866 -1.960  -0.20
C 2.834 2.370 -1.502  -0.06
C 3.936 2.298 -2.342  -0.10
C 3.834 2.720 -3.665  -0.12
C 2.623 3.221 -4.129  -0.10
C 1.522 3.299 -3.287  -0.04
H 1.500 5.403 -1.195  0.10
H 0.356 7.521 -0.705  0.09
H -2.049 7.543 -0.076  0.08
H -3.302 5.399 0.026  0.09
H -2.164 3.263 -0.477  0.09
H 2.908 2.051 -0.470  0.09
H 4.880 1.916 -1.965  0.09
H 4.691 2.656 -4.328  0.09
H 2.530 3.536 -5.163  0.10
H 0.574 3.676 -3.655  0.12
F 1.749 -7.113 -1.667  0.10
C 1.247 -5.904 -1.397  -0.17
C 0.059 -5.767 -0.704  -0.17
F -0.589 -6.855 -0.304  0.11
C -0.450 -4.522 -0.425  -0.17
F -1.593 -4.448 0.250  0.11
C 0.182 -3.313 -0.806  -0.31
O -0.365 -2.188 -0.503  -0.22
C 1.384 -3.512 -1.512  -0.14
F 2.075 -2.455 -1.952  0.08
C 1.899 -4.761 -1.797  -0.17
F 3.046 -4.860 -2.468  0.11

Forces on atoms 1 to 3 (eV/Å):
-0.73 -0.23 0.21
-0.13 -0.05 -0.13
0.08 0.06 -0.04

Computed properties:
HOMO energy (spin up / spin down) (eV): -1.4896 / -4.1614
2S+1: 5
Charge: -1

---

2.
Molecular formula: C42H40FGeN3O6W
Method: DFT, wB97M-V/def2-TZVPD

Last column: Löwdin charge in e.
Geometry (Å):
W -0.189 2.242 -0.117  1.84
O 1.856 1.937 -0.977  -0.10
C 2.419 3.321 -0.903  -0.28
C 1.163 4.226 -0.831  -0.53
O 1.145 5.300 -0.293  0.23
O 0.079 3.621 -1.282  -0.09
C 3.303 3.554 -2.105  -0.18
C 2.901 4.356 -3.165  0.00
C 3.749 4.527 -4.255  -0.02
C 4.978 3.878 -4.297  -0.02
C 5.373 3.067 -3.243  -0.03
C 4.540 2.901 -2.147  -0.02
C 3.098 3.560 0.436  -0.18
C 3.869 4.706 0.582  0.01
C 4.434 5.005 1.811  0.00
C 4.213 4.174 2.897  -0.02
C 3.434 3.035 2.752  -0.05
C 2.857 2.723 1.526  -0.07
H 2.503 1.408 -1.501  0.18
H 1.946 4.861 -3.142  0.12
H 3.443 5.158 -5.075  0.13
H 5.624 4.004 -5.153  0.13
H 6.326 2.562 -3.272  0.12
H 4.856 2.282 -1.319  0.13
H 4.025 5.359 -0.260  0.14
H 5.054 5.879 1.913  0.13
H 4.668 4.397 3.849  0.13
H 3.299 2.369 3.588  0.12
H 2.353 1.750 1.392  0.08
C -4.697 -3.678 -2.345  -0.03
C -4.284 -3.281 -0.930  -0.15
N -3.144 -2.370 -0.890  0.03
C -3.405 -1.067 -0.795  0.10
C -2.447 -0.079 -0.661  0.00
C -2.943 1.313 -0.592  -0.43
O -4.096 1.625 -0.647  0.24
O -1.946 2.232 -0.404  -0.14
C -1.073 -0.469 -0.669  -0.13
O -0.100 0.457 -0.499  -0.20
C -0.780 -1.850 -0.856  -0.05
C 0.541 -2.300 -0.973  0.11
C 0.831 -3.631 -1.151  -0.15
F 2.129 -3.947 -1.272  0.11
C -0.167 -4.627 -1.173  -0.09
C -1.498 -4.159 -1.106  0.09
C -1.823 -2.817 -0.953  -0.08
N 0.119 -5.973 -1.283  -0.06
C -0.683 -7.007 -0.667  -0.11
C -0.961 -8.149 -1.661  -0.06
N 0.241 -8.393 -2.513  0.08
C 1.476 -7.962 -1.817  -0.08
C 1.454 -6.444 -1.633  -0.11
H -5.502 -4.406 -2.282  0.10
H -3.877 -4.123 -2.902  0.08
H -5.068 -2.819 -2.898  0.09
H -4.049 -4.159 -0.328  0.13
H -5.125 -2.771 -0.457  0.14
H -4.440 -0.752 -0.815  0.18
H 1.352 -1.592 -0.921  0.14
H -2.292 -4.877 -1.214  0.11
H -1.628 -6.613 -0.297  0.13
H -0.144 -7.400 0.206  0.15
H -1.811 -7.920 -2.307  0.15
H -1.193 -9.053 -1.094  0.15
H 0.160 -7.873 -3.396  0.20
H 0.303 -9.388 -2.760  0.21
H 2.357 -8.232 -2.401  0.16
H 1.538 -8.489 -0.863  0.15
H 1.772 -5.947 -2.555  0.15
H 2.190 -6.195 -0.857  0.15
Ge -0.409 1.854 2.264  0.90
C -0.388 3.768 2.858  -0.35
C -0.730 4.703 1.867  -0.17
C -0.657 6.060 2.139  -0.04
C -0.286 6.484 3.414  -0.02
C 0.048 5.570 4.400  -0.03
C -0.025 4.212 4.128  -0.08
C -2.240 1.208 2.854  -0.32
C -2.368 0.080 3.667  -0.11
C -3.626 -0.416 3.969  -0.06
C -4.759 0.240 3.508  -0.04
C -4.642 1.345 2.676  -0.05
C -3.386 1.848 2.376  -0.13
H 0.433 1.196 3.353  0.02
H -1.118 4.347 0.869  0.07
H -0.902 6.791 1.383  0.13
H -0.294 7.542 3.643  0.13
H 0.333 5.899 5.390  0.13
H 0.197 3.486 4.897  0.11
H -1.484 -0.407 4.058  0.10
H -3.718 -1.293 4.593  0.12
H -5.739 -0.075 3.847  0.12
H -5.525 1.831 2.287  0.13
H -3.314 2.752 1.778  0.11

Forces on atoms 1 to 3 (eV/Å):
0.90 -1.74 -2.49
-0.37 0.96 0.91
0.66 0.79 -0.16

Computed properties:
HOMO energy (spin up / spin down) (eV): -17.4794 / -17.4796
2S+1: 1
ΔE to the lowest compared entry with this formula, charge and spin (kJ/mol): 463.4
Charge: +4

---

no.,E_tot (eV)
1,-82902.725
2,-121976.554